(1)
Entry from the Open Molecules 2025 dataset: a molecular structure, C4H8O3 in a non-equilibrium geometry (wB97M-V/def2-TZVPD).

The geometry in ORCA input format:
```
! RIJCOSX wB97M-V def2-TZVPD def2/J DEFGRID3
* xyz 0 1
C -1.51 0.31 0.74
C 0.03 -0.61 0.62
C 0.71 0.32 -0.19
C 0.78 1.45 -0.86
O 2.22 -0.61 0.04
O 2.07 -1.97 -0.45
O -2.52 -0.43 0.12
H 2.59 -1.90 -1.26
H -2.96 0.14 -0.54
H -1.67 0.30 1.81
H -1.55 1.36 0.42
H -0.26 -1.53 0.10
H 0.37 -0.74 1.64
H 1.73 1.75 -1.30
H -0.03 2.16 -0.90
*
```

E_tot   -10413.6301 eV
HOMO-LUMO gap   9.655 eV
LUMO   0.68 eV

These are the Mulliken partial charges, in e, on atoms 1 to 6:
1. C -0.488
2. C -0.215
3. C 0.447
4. C -0.795
5. O -0.397
6. O -0.347


(2)
Entry from the Open Molecules 2025 dataset: a molecular structure, C4H8O3 in a non-equilibrium geometry (wB97M-V/def2-TZVPD).

The geometry in ORCA input format:
```
! RIJCOSX wB97M-V def2-TZVPD def2/J DEFGRID3
* xyz 0 1
C 1.35 0.99 -0.82
C 0.44 0.46 0.81
O -0.43 1.26 1.16
C 0.29 -0.52 -0.22
O -1.26 -1.31 1.71
C -0.98 -0.54 -1.01
O -1.49 -1.53 -1.49
H 1.91 1.76 -0.25
H 2.07 0.45 -1.40
H 0.66 1.54 -1.44
H 1.35 0.28 1.41
H -1.31 -0.35 1.85
H 0.86 -1.45 -0.24
H -2.01 -1.46 1.12
H -1.45 0.42 -1.18
*
```

E_tot   -10417.0016 eV
HOMO-LUMO gap   9.431 eV
LUMO   -0.30 eV

These are the Mulliken partial charges, in e, on atoms 1 to 6:
1. C -1.179
2. C -0.005
3. O -0.688
4. C 0.156
5. O -0.653
6. C -0.170


(3)
Entry from the Open Molecules 2025 dataset: a single C4H8O3 molecule (wB97M-V/def2-TZVPD).

The geometry in ORCA input format:
```
! RIJCOSX wB97M-V def2-TZVPD def2/J DEFGRID3
* xyz 0 1
C 1.29 2.43 0.10
O 0.05 1.75 0.35
C 0.19 0.42 0.31
O 1.29 -0.10 0.30
C -1.08 -0.40 0.17
C -0.63 -1.72 -0.54
O -1.40 -2.85 -0.18
H 1.50 2.38 -0.97
H 1.19 3.46 0.43
H 2.11 1.92 0.63
H -1.49 -0.68 1.15
H -1.86 0.21 -0.31
H -0.68 -1.59 -1.63
H 0.42 -1.90 -0.30
H -0.90 -3.33 0.49
*
```

E_tot   -10419.7451 eV
HOMO-LUMO gap   11.198 eV
LUMO   0.86 eV

These are the Mulliken partial charges, in e, on atoms 1 to 6:
1. C -0.629
2. O -0.338
3. C 0.712
4. O -0.591
5. C -0.406
6. C -0.450


(4)
Entry from the Open Molecules 2025 dataset: 2 unconnected molecules or ions with the total composition C4H8O3 (wB97M-V/def2-TZVPD).

The geometry in ORCA input format:
```
! RIJCOSX wB97M-V def2-TZVPD def2/J DEFGRID3
* xyz 0 1
O -1.32 -1.72 1.86
C -0.68 -1.12 1.03
C -0.40 -1.74 -0.32
O -0.33 -3.14 -0.21
H -0.29 -0.11 1.24
H -1.20 -1.41 -1.01
H 0.54 -1.36 -0.73
H -0.87 -3.36 0.57
C 1.30 2.03 -0.41
C -0.20 1.93 -0.26
O -0.90 1.24 -0.96
H 1.65 1.25 -1.08
H 1.55 3.01 -0.84
H 1.80 1.97 0.56
H -0.64 2.53 0.56
*
```

E_tot   -10418.9110 eV
HOMO-LUMO gap   10.756 eV
LUMO   0.66 eV

These are the Mulliken partial charges, in e, on atoms 1 to 6:
1. O -0.521
2. C 0.190
3. C -0.177
4. O -0.539
5. H 0.253
6. H 0.248


(5)
Entry from the Open Molecules 2025 dataset: a single C4H8O3 molecule in a non-equilibrium geometry (wB97M-V/def2-TZVPD).

The geometry in ORCA input format:
```
! RIJCOSX wB97M-V def2-TZVPD def2/J DEFGRID3
* xyz 0 1
C -2.25 0.60 -0.53
O -1.26 0.27 0.48
C -0.55 -0.82 1.20
C 0.65 -0.85 0.30
O 0.58 -1.35 -0.79
O 1.65 -0.05 0.71
C 2.39 0.46 -0.41
H -2.73 -0.15 -1.17
H -1.78 1.31 -1.24
H -3.06 1.15 -0.03
H -0.26 -0.53 2.24
H -1.05 -1.80 1.29
H 2.69 -0.36 -1.07
H 1.72 1.13 -0.96
H 3.25 1.00 -0.02
*
```

E_tot   -10418.1068 eV
HOMO-LUMO gap   10.632 eV
LUMO   0.93 eV

These are the Mulliken partial charges, in e, on atoms 1 to 6:
1. C -0.629
2. O -0.356
3. C -0.325
4. C 0.686
5. O -0.564
6. O -0.324


(6)
Entry from the Open Molecules 2025 dataset: a single C4H8O3 molecule (wB97M-V/def2-TZVPD).

The geometry in ORCA input format:
```
! RIJCOSX wB97M-V def2-TZVPD def2/J DEFGRID3
* xyz 0 1
C 0.57 0.12 1.96
C -0.34 0.15 0.74
O -1.17 1.28 0.91
C 0.45 0.27 -0.57
O 0.61 -0.95 -1.30
C -0.27 -1.16 -2.29
O -1.22 -0.46 -2.54
H 1.21 1.02 1.96
H 1.21 -0.76 1.98
H -0.03 0.14 2.87
H -0.93 -0.78 0.68
H -1.48 1.60 0.05
H 1.48 0.60 -0.40
H -0.08 0.99 -1.21
H 0.00 -2.07 -2.84
*
```

E_tot   -10419.8778 eV
HOMO-LUMO gap   11.427 eV
LUMO   0.87 eV

These are the Mulliken partial charges, in e, on atoms 1 to 6:
1. C -1.409
2. C 0.642
3. O -0.535
4. C -0.670
5. O -0.279
6. C 0.149


(7)
Entry from the Open Molecules 2025 dataset: a single C4H8O3 molecule in a non-equilibrium geometry (wB97M-V/def2-TZVPD).

The geometry in ORCA input format:
```
! RIJCOSX wB97M-V def2-TZVPD def2/J DEFGRID3
* xyz 0 1
O -2.35 0.27 -0.12
C -1.31 -0.38 0.58
C 0.06 0.13 0.18
C 1.24 -0.73 0.58
O 2.46 -0.17 0.17
C 0.17 1.49 -1.76
O 0.19 0.27 -1.27
H -2.20 0.12 -1.06
H -1.46 -0.15 1.64
H -1.35 -1.47 0.45
H 1.27 -0.78 1.67
H 1.10 -1.75 0.19
H 2.42 -0.04 -0.79
H 0.24 1.14 0.54
H -0.48 2.05 -1.02
*
```

E_tot   -10416.1814 eV
HOMO-LUMO gap   9.212 eV
LUMO   0.22 eV

These are the Mulliken partial charges, in e, on atoms 1 to 6:
1. O -0.510
2. C -0.606
3. C 0.233
4. C -0.742
5. O -0.522
6. C -0.301


(8)
Entry from the Open Molecules 2025 dataset: a single C4H8O3 molecule in a non-equilibrium geometry (wB97M-V/def2-TZVPD).

The geometry in ORCA input format:
```
! RIJCOSX wB97M-V def2-TZVPD def2/J DEFGRID3
* xyz 0 1
O 0.23 1.63 0.55
C 0.11 0.45 0.80
C -1.00 -0.10 1.71
O -1.77 0.89 2.34
C 1.00 -0.59 0.15
C 0.73 -0.69 -1.35
O -0.61 -1.13 -1.50
H -1.62 -0.73 1.04
H -0.55 -0.72 2.48
H -1.64 1.54 1.61
H 2.04 -0.30 0.31
H 0.84 -1.57 0.61
H 0.88 0.30 -1.80
H 1.44 -1.39 -1.80
H -0.84 -1.07 -2.44
*
```

E_tot   -10419.4982 eV
HOMO-LUMO gap   10.639 eV
LUMO   0.67 eV

These are the Mulliken partial charges, in e, on atoms 1 to 6:
1. O -0.610
2. C 0.739
3. C -0.600
4. O -0.505
5. C -0.643
6. C -0.406


(9)
Entry from the Open Molecules 2025 dataset: a molecular structure, C4H8O3 (wB97M-V/def2-TZVPD).

The geometry in ORCA input format:
```
! RIJCOSX wB97M-V def2-TZVPD def2/J DEFGRID3
* xyz 0 1
O -0.71 -1.48 1.57
C 0.53 -1.61 1.10
C 1.19 0.49 0.44
C 0.39 0.45 -0.81
O 0.84 0.08 -1.89
C -1.07 0.87 -0.73
O -1.69 0.72 -1.97
H -0.66 -1.29 2.52
H 0.47 -1.94 0.05
H 1.31 -0.65 1.18
H 2.25 0.61 0.25
H 0.80 1.17 1.19
H -1.56 0.26 0.05
H -1.11 1.92 -0.39
H -0.98 0.40 -2.56
*
```

E_tot   -10416.0599 eV
HOMO-LUMO gap   8.715 eV
LUMO   0.02 eV

These are the Mulliken partial charges, in e, on atoms 1 to 6:
1. O -0.361
2. C -0.490
3. C -0.925
4. C 0.702
5. O -0.647
6. C -0.454


(10)
Entry from the Open Molecules 2025 dataset: a single C4H8O3 molecule (wB97M-V/def2-TZVPD).

The geometry in ORCA input format:
```
! RIJCOSX wB97M-V def2-TZVPD def2/J DEFGRID3
* xyz 0 1
C -0.35 1.93 -1.94
O 0.45 1.45 -0.86
C 0.39 0.11 -0.67
O 0.16 -0.69 -1.55
C 0.54 -0.18 0.80
C 0.08 -1.56 1.23
O -0.49 -1.39 2.52
H -1.40 1.66 -1.74
H -0.25 3.01 -1.93
H -0.05 1.51 -2.90
H 1.55 0.06 1.13
H -0.11 0.55 1.29
H -0.65 -1.96 0.52
H 0.92 -2.27 1.26
H -0.80 -2.24 2.84
*
```

E_tot   -10419.8601 eV
HOMO-LUMO gap   11.361 eV
LUMO   0.86 eV

These are the Mulliken partial charges, in e, on atoms 1 to 6:
1. C -0.631
2. O -0.311
3. C 0.552
4. O -0.568
5. C -0.438
6. C -0.368


(11)
Entry from the Open Molecules 2025 dataset: a single C4H8O3 molecule (wB97M-V/def2-TZVPD).

The geometry in ORCA input format:
```
! RIJCOSX wB97M-V def2-TZVPD def2/J DEFGRID3
* xyz 0 1
O 0.94 -1.66 -0.61
C 0.54 -0.94 0.29
C 1.54 -0.21 1.16
O 2.69 0.12 0.43
C -0.92 -0.61 0.50
C -1.21 0.59 -0.42
O -2.11 1.45 0.25
H 1.11 0.71 1.58
H 1.77 -0.87 2.02
H 2.74 -0.55 -0.27
H -1.56 -1.46 0.26
H -1.11 -0.29 1.52
H -0.27 1.12 -0.65
H -1.62 0.23 -1.38
H -2.19 2.26 -0.26
*
```

E_tot   -10419.4770 eV
HOMO-LUMO gap   10.743 eV
LUMO   0.73 eV

These are the Mulliken partial charges, in e, on atoms 1 to 6:
1. O -0.592
2. C 0.540
3. C -0.444
4. O -0.516
5. C -0.545
6. C -0.445


(12)
Entry from the Open Molecules 2025 dataset: a gas-phase ion, C4H8O3 (charge +1) in a non-equilibrium geometry (wB97M-V/def2-TZVPD).

The geometry in ORCA input format:
```
! RIJCOSX wB97M-V def2-TZVPD def2/J DEFGRID3
* xyz 1 2
O 0.77 1.91 -2.11
C 0.09 1.29 -1.37
O -1.23 1.05 -1.68
C 0.36 0.85 0.09
C -0.08 -0.60 0.24
C 0.00 -0.91 1.79
O 0.78 -1.43 -0.43
H -1.26 0.90 -2.64
H 1.43 0.94 0.16
H -0.16 1.57 0.72
H -1.09 -0.69 -0.12
H 0.98 -0.59 2.13
H -0.73 -0.30 2.32
H -0.15 -1.97 1.92
H 0.29 -2.02 -1.02
*
```

E_tot   -10410.0316 eV
HOMO-LUMO gap (alpha / beta)   12.990 / 5.254 eV
LUMO (alpha / beta)   -3.66 / -10.11 eV

These are the Mulliken partial charges, in e, on atoms 1 to 6:
1. O -0.297
2. C 0.399
3. O -0.399
4. C -0.563
5. C 0.223
6. C -1.139


Repeat the sixth record exactly.
Entry from the Open Molecules 2025 dataset: a single C4H8O3 molecule (wB97M-V/def2-TZVPD).

The geometry in ORCA input format:
```
! RIJCOSX wB97M-V def2-TZVPD def2/J DEFGRID3
* xyz 0 1
C 0.57 0.12 1.96
C -0.34 0.15 0.74
O -1.17 1.28 0.91
C 0.45 0.27 -0.57
O 0.61 -0.95 -1.30
C -0.27 -1.16 -2.29
O -1.22 -0.46 -2.54
H 1.21 1.02 1.96
H 1.21 -0.76 1.98
H -0.03 0.14 2.87
H -0.93 -0.78 0.68
H -1.48 1.60 0.05
H 1.48 0.60 -0.40
H -0.08 0.99 -1.21
H 0.00 -2.07 -2.84
*
```

E_tot   -10419.8778 eV
HOMO-LUMO gap   11.427 eV
LUMO   0.87 eV

These are the Mulliken partial charges, in e, on atoms 1 to 6:
1. C -1.409
2. C 0.642
3. O -0.535
4. C -0.670
5. O -0.279
6. C 0.149


> The lowest E_tot belongs to which entry?

number 6


> The lowest E_tot belongs to which entry?

number 6


> The lowest E_tot belongs to which entry?

number 6